Record 1
The following is a quantum chemistry calculation of a molecular structure, C35H38N5O6PSSe2Sr, from OMol25.

Output
Charge: -2
LUMO in eV: 3.979
Multiplicity: 1
Relative energy (zero: lowest compared OMol25 entry of this formula, charge and spin) in kcal/mol: 51.1
Calculated total energy in Eh: -7655.00408
Orbital gap in eV: 5.754

Geometry (Å):
Sr 0.260 1.211 -0.203
N 2.659 0.577 0.202
C 3.054 1.376 1.378
C 1.885 1.586 2.356
O 2.046 1.281 3.549
N 0.815 2.141 1.785
C -0.387 2.196 2.594
C -1.501 1.265 2.106
O -2.611 1.339 2.626
O -1.175 0.437 1.171
H 2.564 -0.398 0.486
H 3.420 0.594 -0.485
H 3.386 2.356 1.028
H 3.863 0.908 1.946
H -0.805 3.206 2.626
H -0.157 1.899 3.624
O 5.221 2.863 -2.970
C 3.816 3.066 -2.924
C 3.004 2.106 -3.812
C 3.795 1.873 -5.109
O 3.035 1.284 -6.166
C 2.696 0.788 -3.096
Se 4.151 -0.142 -2.131
C 1.639 2.726 -4.134
Se 0.699 3.388 -2.524
H 5.364 1.954 -2.642
H 3.636 4.091 -3.263
H 3.445 2.986 -1.898
H 4.664 1.247 -4.882
H 4.154 2.830 -5.495
H 2.690 0.447 -5.839
H 2.285 0.057 -3.800
H 1.933 1.001 -2.347
H 0.989 1.977 -4.582
H 1.721 3.574 -4.818
O 2.386 -2.215 -2.519
N 1.866 -2.578 -1.302
C 1.133 -3.602 -1.440
C 0.453 -4.314 -0.345
C 0.559 -5.710 -0.415
C 0.043 -6.525 0.570
C -0.630 -5.949 1.638
C -0.774 -4.576 1.696
C -0.249 -3.721 0.723
P -0.584 -1.848 0.860
C 0.240 -1.762 2.503
C 1.538 -2.281 2.558
C 2.251 -2.287 3.744
C 1.687 -1.757 4.895
C 0.428 -1.189 4.839
C -0.293 -1.186 3.652
C -2.393 -2.084 1.138
C -3.165 -2.014 -0.022
C -4.542 -2.158 0.023
C -5.177 -2.372 1.237
C -4.421 -2.450 2.396
C -3.041 -2.308 2.347
H 3.232 -1.726 -2.365
H 1.085 -4.078 -2.422
H 1.095 -6.152 -1.248
H 0.176 -7.599 0.515
H -1.051 -6.575 2.417
H -1.314 -4.146 2.528
H 1.987 -2.683 1.656
H 3.251 -2.702 3.768
H 2.241 -1.762 5.826
H 0.002 -0.723 5.718
H -1.261 -0.706 3.628
H -2.669 -1.832 -0.970
H -5.123 -2.089 -0.890
H -6.254 -2.479 1.278
H -4.908 -2.617 3.350
H -2.481 -2.356 3.270
N -0.124 4.753 0.498
C -1.302 4.322 0.003
N -1.677 3.090 -0.075
C -2.987 2.963 -0.480
C -3.676 1.765 -0.626
C -4.990 1.795 -1.058
C -5.629 3.002 -1.337
C -4.962 4.207 -1.178
C -3.645 4.177 -0.751
S -2.550 5.504 -0.469
H 0.530 4.004 0.736
H 0.275 5.591 0.113
H -3.185 0.836 -0.371
H -5.535 0.865 -1.160
H -6.662 2.997 -1.663
H -5.456 5.151 -1.372

Forces on the atoms, in the same order (eV/Å):
1.1 0.2 -4.6
-0.4 0.5 1.7
-0.2 -0.2 0.3
0.7 0.4 0.2
-0.1 -0.1 0.0
0.1 0.7 1.3
0.2 0.0 0.4
-0.5 0.3 0.6
0.0 -0.1 0.0
-2.0 -0.7 1.9
0.2 0.0 -0.1
-0.2 -0.1 0.2
0.0 0.0 -0.1
0.1 0.1 0.0
0.0 0.0 0.0
-0.1 0.1 0.0
0.2 -0.2 0.0
-0.1 0.0 0.0
0.0 -0.1 -0.2
0.1 -0.1 0.2
0.0 0.0 -0.1
0.4 -0.4 0.1
2.5 1.1 -1.7
-0.1 0.2 0.4
-0.5 0.2 0.0
0.0 0.1 0.0
0.0 0.0 0.0
0.0 0.1 -0.1
0.0 0.1 0.0
0.0 0.0 0.0
0.0 0.0 0.0
-0.1 0.1 0.1
0.0 0.0 -0.1
0.1 0.0 -0.2
0.1 -0.1 -0.1
-1.6 -1.8 -0.5
0.2 0.0 -0.2
-0.2 -0.2 -0.1
-0.2 0.2 0.4
0.1 0.0 0.0
0.0 0.0 0.0
0.0 -0.1 0.1
0.0 0.0 0.0
0.1 -0.1 -0.4
0.3 -1.4 -0.1
0.0 0.2 0.0
-0.1 0.1 0.0
0.0 0.0 0.0
0.0 0.0 0.1
0.0 0.0 0.0
0.0 0.0 0.0
0.0 0.2 0.0
0.1 0.0 0.0
0.0 0.0 0.0
0.0 -0.1 0.0
0.0 0.0 0.0
0.0 0.1 0.0
0.2 0.4 0.5
0.0 0.1 0.0
0.0 0.0 0.0
0.0 0.0 0.0
0.0 0.0 0.0
0.0 0.0 0.0
0.0 -0.1 0.0
0.0 0.0 0.0
0.0 0.0 0.0
0.0 0.0 0.0
0.0 0.0 0.0
0.0 0.0 0.0
0.0 0.0 0.0
0.0 0.0 0.0
0.0 0.0 0.0
0.0 0.0 0.0
0.0 -0.2 0.1
-0.7 0.4 -0.2
0.4 0.0 0.2
-0.3 0.4 -0.1
0.0 -0.1 0.0
0.0 0.0 0.0
-0.1 0.0 0.0
0.0 0.1 0.0
0.2 -0.1 0.0
0.2 -0.2 0.1
0.1 0.1 0.1
0.0 0.0 -0.1
0.0 0.0 0.1
0.0 0.0 0.0
0.0 0.0 0.0
0.0 0.0 0.0

=====

Record 2
The following is a quantum chemistry calculation of C4H7NO2 in the gas phase, from OMol25.

Output
Charge: 0
LUMO in eV: 0.983
Multiplicity: 1
Relative energy (zero: lowest compared OMol25 entry of this formula, charge and spin) in kcal/mol: 82.8
Structure (SMILES): C/C(=N\O)[C@H]1CO1
Calculated total energy in Eh: -361.74892
Orbital gap in eV: 10.754

Geometry (Å):
C 1.150 1.338 -0.233
C 0.191 0.184 -0.270
N 0.345 -0.809 -1.057
O 1.477 -0.618 -1.842
C -0.953 0.152 0.690
C -1.678 -1.072 1.022
O -0.717 -0.534 1.919
H 1.276 1.760 -1.235
H 0.822 2.117 0.458
H 2.135 0.972 0.076
H 1.637 -1.487 -2.226
H -1.460 1.110 0.820
H -2.714 -0.995 1.355
H -1.399 -2.003 0.535

Forces on the atoms, in the same order (eV/Å):
0.0 0.1 0.0
0.1 -0.2 -0.1
-0.2 0.3 0.4
0.3 -0.2 -0.1
0.0 0.1 -0.2
-0.2 -0.2 -0.2
0.1 0.0 0.2
0.0 0.0 0.2
0.0 -0.1 -0.1
-0.1 0.1 0.0
-0.1 0.1 -0.1
0.1 -0.1 0.0
0.2 0.0 -0.1
0.0 0.2 0.1